No. 1
Here is C11H14NO6PS2Zr as an isolated structure in a non-equilibrium geometry from the OMol25 dataset. Energies are from ωB97M-V/def2-TZVPD.

## Properties
Multiplicity: 2
Net charge: -1
⟨S²⟩: 0.776
Gap between HOMO and LUMO (spin up / spin down) (eV): 4.975 / 8.855
Molar mass (g mol⁻¹): 442.57

Geometry as XYZ:
```
36
Properties=species:S:1:pos:R:3:mulliken_charge:R:1
Zr 1.56 -1.19 0.38 0.58
O 2.90 -1.81 -3.54 -0.74
C 2.37 -1.81 -2.38 0.59
O 2.58 -0.94 -1.44 -0.58
C 1.39 -2.92 -2.05 0.03
C 0.98 -3.97 -2.84 -0.34
C 0.06 -4.89 -2.29 -0.35
C -0.43 -4.73 -0.98 -0.39
C 0.03 -3.66 -0.25 0.18
N 0.90 -2.83 -0.82 -0.27
C -0.34 -3.27 1.18 0.46
O -1.18 -4.02 1.80 -0.76
O 0.22 -2.21 1.66 -0.73
H 1.37 -4.07 -3.85 0.49
H -0.29 -5.72 -2.89 0.38
H -1.14 -5.42 -0.54 0.50
C -0.35 4.80 -0.34 -0.97
C 0.00 3.60 -1.20 -0.34
O -0.61 2.42 -0.72 -0.43
P 0.08 1.49 0.43 1.45
S -0.82 -0.27 0.47 -0.41
S 2.04 1.32 0.24 -0.45
O -0.28 2.38 1.75 -0.40
C -1.63 2.62 2.09 -0.26
C -1.90 2.05 3.47 -1.22
H 0.01 5.73 -0.80 0.41
H 0.12 4.72 0.65 0.22
H -1.43 4.87 -0.19 0.24
H 1.08 3.50 -1.30 0.31
H -0.39 3.78 -2.21 0.31
H -2.32 2.20 1.36 0.44
H -1.78 3.70 2.11 0.26
H -1.73 0.97 3.49 0.26
H -2.92 2.25 3.78 0.38
H -1.21 2.49 4.21 0.31
H 3.07 -1.16 1.55 -0.15
```

---

No. 2
Here is one molecule with the formula C16H13FN2O5S in a non-equilibrium geometry from the OMol25 dataset. Energies are from ωB97M-V/def2-TZVPD.

## Properties
Net charge: 0
Gap between HOMO and LUMO (eV): 7.864
Molar mass (g mol⁻¹): 364.35
SMILES string: COc1ccc2[nH]c(C(=O)O)c(NS(=O)(=O)c3ccc(F)cc3)c2c1

Geometry as XYZ:
```
38
Properties=species:S:1:pos:R:3:mulliken_charge:R:1
C -3.44 -1.13 -3.28 -0.96
H -4.45 -0.76 -3.42 0.25
O -3.06 -0.75 -1.98 -0.44
C -1.83 -1.11 -1.51 0.66
C -1.56 -0.75 -0.20 -0.23
C -0.32 -1.06 0.34 0.88
C 0.63 -1.77 -0.44 -1.09
C 0.35 -2.14 -1.75 -1.54
C -0.88 -1.81 -2.27 -0.38
H -1.10 -2.09 -3.29 0.44
H 1.07 -2.69 -2.34 0.41
N 1.75 -1.96 0.32 0.03
C 1.55 -1.39 1.56 -0.14
C 0.28 -0.82 1.61 0.87
N -0.27 -0.14 2.67 -0.27
S -0.95 1.39 2.40 1.20
O -2.33 1.27 2.06 -0.64
O -0.61 2.15 3.57 -0.72
C -0.03 1.97 0.98 -0.02
C -0.69 2.24 -0.21 -0.05
C 0.04 2.60 -1.32 -0.65
C 1.42 2.69 -1.21 0.37
C 2.09 2.44 -0.02 -0.68
C 1.34 2.08 1.09 -0.46
H 1.81 1.88 2.04 0.48
H 3.16 2.53 0.03 0.46
F 2.14 3.02 -2.29 -0.34
H -0.43 2.82 -2.27 0.48
H -1.76 2.15 -0.24 0.50
H 0.31 -0.13 3.49 0.42
C 2.62 -1.44 2.53 0.15
O 3.70 -1.94 2.34 -0.62
O 2.32 -0.82 3.70 -0.50
H 3.07 -0.90 4.30 0.37
H 2.58 -2.47 0.07 0.19
H -2.31 -0.24 0.38 0.83
H -2.78 -0.68 -4.04 0.36
H -3.44 -2.22 -3.40 0.37
```

---

No. 3
Here is a 3-piece molecular cluster, C4H10O overall in a non-equilibrium geometry from the OMol25 dataset. Energies are from ωB97M-V/def2-TZVPD.

## Properties
Net charge: 0
Gap between HOMO and LUMO (eV): 5.705
Molar mass (g mol⁻¹): 74.12

Geometry as XYZ:
```
15
Properties=species:S:1:pos:R:3:mulliken_charge:R:1
C 0.32 -0.79 0.74 -0.85
O 3.38 0.07 0.03 -0.66
C 0.07 -0.43 -0.81 -0.42
C -1.02 -0.39 0.24 0.14
C -1.53 1.03 0.41 -1.00
H 2.60 0.15 0.58 0.31
H 0.30 -1.43 1.62 0.34
H 3.39 -0.80 -0.38 0.32
H 0.56 0.52 -0.90 0.32
H 0.38 -1.30 -1.37 0.20
H -1.56 0.24 -1.83 0.19
H -1.75 -1.16 0.43 0.23
H -1.50 1.51 -0.59 0.22
H -2.60 1.15 0.64 0.34
H -1.03 1.61 1.20 0.30
```

---

No. 4
Here is C12H10Cl4N2O2STi as an isolated structure from the OMol25 dataset. Energies are from ωB97M-V/def2-TZVPD.

## Properties
Multiplicity: 2
Net charge: +1
⟨S²⟩: 0.755
Gap between HOMO and LUMO (spin up / spin down) (eV): 8.034 / 8.198
Molar mass (g mol⁻¹): 435.97

Geometry as XYZ:
```
32
Properties=species:S:1:pos:R:3:mulliken_charge:R:1
Ti 0.16 0.81 -0.81 1.03
Cl -1.50 0.13 1.01 -0.11
C -1.47 -1.63 0.78 0.91
C -2.56 -2.33 1.26 -0.94
C -2.56 -3.71 1.10 -0.37
C -1.50 -4.33 0.47 -0.73
C -0.43 -3.59 -0.01 0.32
Cl 0.86 -4.42 -0.79 -0.19
C -0.38 -2.20 0.14 0.18
S 1.01 -1.28 -0.45 -0.12
H -3.38 -1.82 1.75 0.46
H -3.39 -4.29 1.47 0.39
H -1.49 -5.40 0.33 0.44
Cl -1.89 0.07 -2.31 -0.11
C -0.95 0.17 -3.87 0.04
Cl -0.20 -1.37 -4.22 -0.06
C 0.12 1.27 -3.74 0.43
O 0.51 1.85 -4.71 -0.48
O 0.55 1.46 -2.50 -0.59
H -1.66 0.42 -4.64 0.36
C 1.57 0.90 2.65 -1.09
C 1.58 2.08 1.74 0.34
N 1.08 2.15 0.51 -0.05
C 1.31 3.45 0.05 -0.48
C 1.94 4.14 1.01 -0.52
N 2.11 3.26 2.06 -0.02
H 1.69 -0.02 2.08 0.20
H 0.62 0.84 3.19 0.26
H 2.37 0.98 3.38 0.41
H 1.02 3.76 -0.94 0.46
H 2.30 5.16 1.04 0.41
H 2.56 3.47 2.94 0.20
```

---

No. 5
Here is a 7-piece molecular cluster, C26H72N6O7 overall in a non-equilibrium geometry from the OMol25 dataset. Energies are from ωB97M-V/def2-TZVPD.

## Properties
Net charge: 0
Gap between HOMO and LUMO (eV): 9.276
Molar mass (g mol⁻¹): 580.90
SMILES string: COC[C@H](C)N.COC[C@H](C)N.COC[C@H](C)N.COC[C@H](C)N.COC[C@H](C)N.COC[C@H](C)N.CCO

Geometry as XYZ:
```
111
Properties=species:S:1:pos:R:3:mulliken_charge:R:1
C -7.30 -1.96 0.05 -1.25
C -8.01 -1.79 -1.35 0.24
C -7.44 -0.56 -2.15 -0.63
O -7.38 0.66 -1.36 -0.33
C -6.89 1.82 -2.04 -0.76
N -7.68 -3.02 -2.03 -0.68
H -7.91 -2.69 0.57 0.35
H -7.26 -1.06 0.66 0.32
H -6.22 -2.11 0.00 0.31
H -9.09 -1.80 -1.20 0.37
H -8.22 -0.32 -2.87 0.35
H -6.56 -0.84 -2.72 0.31
H -6.15 2.25 -1.38 0.24
H -7.76 2.47 -2.19 0.29
H -6.50 1.68 -3.05 0.34
H -7.97 -3.01 -3.00 0.24
H -6.67 -3.04 -2.00 0.29
C 2.74 4.45 -11.10 -1.30
C 4.12 3.84 -11.47 0.24
C 3.98 2.32 -11.97 -0.65
O 3.29 1.47 -11.09 -0.31
C 3.32 0.07 -11.53 -0.77
N 4.60 4.49 -12.63 -0.70
H 2.37 3.81 -10.30 0.30
H 1.98 4.46 -11.88 0.30
H 2.83 5.42 -10.61 0.43
H 4.82 4.02 -10.66 0.34
H 5.01 1.97 -12.04 0.36
H 3.62 2.21 -13.00 0.33
H 2.75 -0.48 -10.78 0.26
H 4.31 -0.35 -11.67 0.31
H 2.81 -0.17 -12.46 0.32
H 4.73 5.47 -12.40 0.26
H 3.89 4.41 -13.35 0.27
C -5.40 3.36 11.69 -1.42
C -5.73 3.47 10.22 0.61
C -4.86 2.45 9.52 -0.85
O -4.86 2.63 8.13 -0.33
C -4.35 1.42 7.56 -0.72
N -7.19 3.39 10.13 -0.78
H -4.35 3.44 11.99 0.39
H -5.61 2.35 12.05 0.38
H -6.04 4.04 12.26 0.35
H -5.48 4.45 9.79 0.26
H -5.16 1.45 9.84 0.40
H -3.82 2.61 9.81 0.34
H -3.28 1.33 7.71 0.28
H -4.64 1.44 6.50 0.27
H -4.87 0.56 8.00 0.34
H -7.60 4.05 10.78 0.23
H -7.52 3.75 9.25 0.26
C -0.78 -0.94 -0.35 -1.37
C -1.03 0.28 -1.21 0.27
C -1.19 -0.07 -2.73 -0.64
O -1.58 1.12 -3.36 -0.31
C -1.79 0.87 -4.71 -0.77
N -2.22 0.79 -0.70 -0.66
H -1.65 -1.59 -0.43 0.29
H -0.55 -0.80 0.71 0.34
H -0.08 -1.60 -0.87 0.37
H -0.17 0.92 -1.05 0.36
H -1.93 -0.86 -2.86 0.33
H -0.22 -0.35 -3.14 0.41
H -1.25 0.03 -5.16 0.35
H -1.52 1.78 -5.25 0.25
H -2.85 0.62 -4.80 0.25
H -3.02 0.24 -0.98 0.21
H -2.39 1.67 -1.17 0.33
C 8.15 -6.48 -4.44 -1.35
C 8.84 -5.23 -5.01 0.44
C 8.53 -4.01 -4.07 -0.62
O 7.22 -3.49 -4.14 -0.31
C 6.99 -2.83 -5.37 -0.84
N 10.23 -5.50 -4.98 -0.69
H 8.59 -6.70 -3.46 0.35
H 8.47 -7.21 -5.18 0.36
H 7.07 -6.43 -4.58 0.31
H 8.55 -5.07 -6.05 0.30
H 9.17 -3.20 -4.42 0.39
H 8.60 -4.13 -2.99 0.25
H 6.95 -3.39 -6.31 0.31
H 7.53 -1.90 -5.57 0.33
H 5.98 -2.44 -5.33 0.32
H 10.63 -4.58 -5.15 0.21
H 10.58 -6.22 -5.59 0.24
C -1.60 -3.43 10.81 -1.23
C -0.38 -3.61 9.83 0.49
C 0.81 -2.58 10.05 -0.77
O 1.95 -3.07 9.28 -0.46
C 2.07 -2.45 8.06 -0.75
N 0.20 -4.97 10.03 -0.69
H -1.39 -3.92 11.76 0.34
H -2.55 -3.79 10.41 0.31
H -1.70 -2.38 11.07 0.32
H -0.71 -3.45 8.81 0.24
H 0.88 -2.57 11.14 0.43
H 0.44 -1.60 9.77 0.36
H 2.47 -3.02 7.23 0.29
H 2.77 -1.63 8.14 0.28
H 1.14 -2.01 7.69 0.32
H 0.21 -5.40 10.95 0.23
H 1.15 -4.89 9.70 0.30
C 3.41 5.30 2.75 -0.93
C 3.30 6.10 1.42 -0.24
O 4.00 5.44 0.36 -0.53
H 4.43 4.93 2.64 0.27
H 2.74 4.45 2.67 0.25
H 3.30 5.87 3.67 0.32
H 3.89 7.01 1.54 0.23
H 2.29 6.41 1.15 0.33
H 3.60 5.66 -0.48 0.30
```

---

No. 6
Here is a 11-piece molecular cluster, C4H25NO12 overall from the OMol25 dataset. Energies are from ωB97M-V/def2-TZVPD.

## Properties
Net charge: -2
Gap between HOMO and LUMO (eV): 8.791
Molar mass (g mol⁻¹): 279.24

Geometry as XYZ:
```
42
Properties=species:S:1:pos:R:3:mulliken_charge:R:1
C 0.86 -0.35 0.23 0.80
C 1.59 -1.16 -0.87 -0.64
C 1.24 -0.56 -2.20 0.06
O 0.38 -1.03 -2.93 -0.66
N 1.35 -0.62 1.58 -0.21
C 0.73 -1.59 2.43 0.48
O 1.38 -1.94 3.42 -0.80
O -0.46 -1.94 2.12 -0.94
H -0.20 -0.55 0.23 0.17
H 1.02 0.71 0.01 -0.36
H 1.25 -2.21 -0.81 0.26
H 2.67 -1.15 -0.71 0.41
H -1.32 2.62 -3.15 0.23
H 1.81 0.33 -2.52 0.32
H 2.36 -0.58 1.66 0.24
H 3.05 2.28 -0.76 0.46
H 3.50 1.82 0.69 0.26
O 3.87 2.15 -0.14 -0.76
H -1.06 -2.93 -0.69 0.42
H -0.42 -3.05 0.70 0.32
O -0.55 -3.55 -0.14 -0.82
H -0.91 1.72 2.28 0.42
H 0.56 1.52 2.15 0.36
O -0.09 2.24 2.18 -0.84
H -1.48 1.66 -0.72 0.42
H -2.21 0.77 0.37 0.42
O -2.19 0.94 -0.60 -0.82
H -0.13 2.75 0.45 0.41
H 0.50 2.67 -0.99 0.41
O -0.39 2.87 -0.48 -0.84
H -1.10 -1.56 -2.09 0.35
H -1.95 -0.58 -1.25 0.39
O -1.90 -1.55 -1.53 -0.80
H -1.01 1.95 -3.00 -0.26
H 2.02 3.23 -2.19 0.08
O 1.82 2.42 -1.66 -0.91
H -2.18 -2.39 1.58 0.55
H -2.90 -2.22 0.22 0.39
O -3.07 -2.34 1.18 -0.82
H -1.41 -0.46 2.18 0.30
H -2.88 -0.49 1.75 0.41
O -2.19 0.13 2.02 -0.89
```

---

No. 7
Here is a 2-piece molecular cluster, C5H10N2O overall in a non-equilibrium geometry from the OMol25 dataset. Energies are from ωB97M-V/def2-TZVPD.

## Properties
Net charge: 0
Gap between HOMO and LUMO (eV): 9.853
Molar mass (g mol⁻¹): 114.15
SMILES string: [H]/N=C\C(N)=O.C=CC

Geometry as XYZ:
```
18
Properties=species:S:1:pos:R:3:mulliken_charge:R:1
C 0.65 0.11 -1.87 -1.10
C 0.51 -0.86 -0.74 0.26
C 1.40 -0.92 0.30 -1.11
H -0.18 -1.67 -0.90 0.35
H -0.33 0.51 -2.15 0.29
H 1.29 0.95 -1.60 0.31
H 1.06 -0.39 -2.76 0.36
H 1.46 -1.82 0.90 0.34
H 2.31 -0.33 0.26 0.36
C -1.28 0.28 0.54 0.50
N -1.75 -0.77 1.28 -0.37
C -0.08 1.09 1.24 0.00
N 0.28 2.23 0.92 -0.60
O -1.96 0.86 -0.28 -0.62
H -2.71 -1.04 1.15 0.25
H -1.21 -1.12 2.06 0.21
H -0.21 2.66 0.14 0.30
H 0.75 0.24 1.52 0.28
```

---

No. 8
Here is a 17-piece molecular cluster, H35O17 overall in a non-equilibrium geometry from the OMol25 dataset. Energies are from ωB97M-V/def2-TZVPD.

## Properties
Net charge: +1
Gap between HOMO and LUMO (eV): 9.919
Molar mass (g mol⁻¹): 307.26

Geometry as XYZ:
```
52
Properties=species:S:1:pos:R:3:mulliken_charge:R:1
O -0.09 -4.66 -1.87 -0.57
H 0.93 -0.29 -4.64 0.33
H 2.28 0.29 -4.40 0.28
O 1.45 0.42 -4.06 -0.63
H 2.80 -4.02 -1.73 0.28
H 1.55 0.42 0.23 0.33
O 0.81 0.12 3.10 -0.32
H 0.13 -0.24 2.31 0.52
H 0.24 0.54 3.69 0.52
O -0.27 2.30 3.99 -0.62
H -0.15 3.17 3.85 0.23
H -1.87 -2.20 3.30 0.33
O 1.03 1.34 -1.67 -0.65
H -4.35 1.80 1.97 0.33
O 0.72 -1.91 -1.61 -0.60
H 0.94 -1.38 -0.79 0.42
H -2.70 0.67 -1.48 0.27
O 4.73 -0.56 -0.63 -0.53
H 1.59 -4.22 1.38 0.33
H -2.24 2.46 -1.61 0.35
O -0.95 -1.83 3.01 -0.57
H -0.30 -4.04 -2.60 0.29
H -1.57 3.21 1.07 0.28
O 2.57 -4.95 -1.48 -0.66
H 0.29 0.00 -0.36 0.23
H 1.60 -4.80 -1.60 0.41
O -3.51 0.76 -1.71 -0.45
H 5.06 0.18 -0.87 0.25
H -4.13 0.40 -1.13 0.23
O -3.43 2.44 2.14 -0.65
H 1.38 3.36 1.66 0.31
H 0.59 2.04 -2.15 0.25
O -1.86 2.05 -0.85 -0.61
H 1.03 1.06 2.69 0.49
H -1.00 1.42 -1.07 0.31
O 1.45 2.35 1.77 -0.70
H -0.88 -4.96 -1.74 0.24
H 1.34 2.10 0.81 0.33
O -0.85 3.81 1.42 -0.56
H 5.37 -1.25 -0.64 0.30
H -0.04 -2.33 -1.19 0.35
O -2.91 2.35 -3.54 -0.61
H 1.39 0.69 -2.35 0.41
H -2.52 2.21 -4.41 0.28
O 0.75 -0.19 0.55 -0.90
H -1.44 4.26 2.08 0.33
H -1.17 2.31 4.16 0.28
O 0.75 -3.88 1.77 -0.69
H 0.36 -4.79 2.20 0.32
H -0.63 -2.70 2.75 0.31
H -3.29 2.96 1.37 0.28
H -3.89 2.17 -3.46 0.30
```

---

- What is the net charge in the fourth record?
  +1